## A
Entry from the OMol25 dataset: the molecule C4H4N2 (ωB97M-V with the def2-TZVPD basis set).

Summary:
**Highest occupied orbital energy**: -9.156 eV
**Kohn-Sham gap**: 9.86 eV

Element x y z (Å)
1 N 1.2967 1.1801 -0.1000
2 N -1.1567 -1.6248 -2.1830
3 C -0.9447 0.3283 0.8657
4 C -0.3480 -0.8881 0.2010
5 C 0.2313 0.4785 0.3399
6 C -0.8110 -1.3128 -1.1226
7 H 1.3589 2.1609 0.1143
8 H 2.1670 0.6911 -0.2313
9 H -1.8433 0.7041 1.3235
10 H 0.0498 -1.7172 0.7924

## B
Entry from the OMol25 dataset: a cluster of 2 separate species, C4H4N2 in total (ωB97M-V with the def2-TZVPD basis set).

Summary:
**Highest occupied orbital energy**: -10.062 eV
**Kohn-Sham gap**: 10.06 eV

Element x y z (Å)
1 N -0.5464 -0.8393 -0.5432
2 N -1.1711 0.6603 1.1930
3 C 0.4842 -0.1426 -0.3495
4 C -1.4450 -0.3290 0.3664
5 C 1.0911 0.7925 0.2703
6 C 0.0587 1.2130 1.1555
7 H 0.2285 2.0243 1.8591
8 H 1.5822 -1.2850 -2.4070
9 H 2.1428 -1.3035 -1.9212
10 H -2.4251 -0.7907 0.3764

Unit: eV. Relative energies: A 0.000; B 2.113.

## A
Entry from the OMol25 dataset: a cluster of 2 separate species, C4H4N2 in total (ωB97M-V with the def2-TZVPD basis set).

Summary:
**Highest occupied orbital energy**: -10.806 eV
**Kohn-Sham gap**: 10.63 eV

Element x y z (Å)
1 N -1.2170 -0.8473 -0.1003
2 N -0.8853 1.8116 -1.0851
3 C 1.0680 -0.6208 0.4549
4 C -0.2381 -1.1899 0.6401
5 C 2.1750 -0.1666 0.3196
6 C -0.6875 2.9648 -1.1552
7 H -1.0477 0.8127 -0.9309
8 H -0.3320 -1.9220 1.4477
9 H 3.1486 0.2534 0.1839
10 H -2.0697 -1.3398 0.1629

## B
Entry from the OMol25 dataset: the molecule C4H4N2 (ωB97M-V with the def2-TZVPD basis set).

Summary:
**Highest occupied orbital energy**: -9.098 eV
**Kohn-Sham gap**: 9.64 eV

Element x y z (Å)
1 N 0.4418 1.2397 -0.0195
2 N 1.9814 -2.1460 0.6742
3 C 0.2519 -0.1157 0.7195
4 C 1.2479 -1.2467 0.6877
5 C -0.8423 -0.3427 -0.1532
6 C -1.6734 -0.6049 -0.9953
7 H -2.1333 -0.0667 -1.7878
8 H -0.2973 1.9517 -0.0044
9 H 0.1008 0.1306 1.7749
10 H 0.9224 1.2007 -0.8962

## C
Entry from the OMol25 dataset: the molecule C4H4N2 (ωB97M-V with the def2-TZVPD basis set).

Summary:
**Highest occupied orbital energy**: -9.123 eV
**Kohn-Sham gap**: 8.94 eV

Element x y z (Å)
1 N -2.2605 0.4297 -0.3903
2 N -0.6557 -1.3418 -0.3433
3 C 2.4926 0.7161 -0.0638
4 C -1.7747 -0.5765 0.2010
5 C 0.3446 -0.6765 -0.1143
6 C 1.4630 -0.0804 0.0980
7 H 2.4968 1.7312 0.3320
8 H 3.4053 0.3636 -0.5255
9 H -2.2819 -1.2006 0.9458
10 H -3.2296 0.6351 -0.1397

Unit: eV. Relative energies: A 0.000; B 0.816; C 0.115.

## A
Entry from the OMol25 dataset: the molecule C4H4N2 (ωB97M-V with the def2-TZVPD basis set).

Summary:
**Highest occupied orbital energy**: -8.289 eV
**Kohn-Sham gap**: 8.36 eV

Element x y z (Å)
1 N 0.6226 1.3322 -0.3649
2 N 1.5206 0.4383 0.1645
3 C 0.9531 -0.7041 0.4873
4 C -1.2181 -0.0187 -0.2629
5 C -0.6828 1.2421 -0.6167
6 C -0.4328 -0.9816 0.2904
7 H 0.7703 2.2652 -0.7258
8 H -0.8470 -1.9430 0.5711
9 H -2.2731 -0.1476 -0.4663
10 H 1.5871 -1.4829 0.9234

## B
Entry from the OMol25 dataset: a structure of composition C4H4N2 (ωB97M-V with the def2-TZVPD basis set).

Summary:
**Highest occupied orbital energy**: -9.123 eV
**Kohn-Sham gap**: 9.83 eV

Element x y z (Å)
1 N 0.1617 0.5979 -0.3934
2 N 0.0461 0.5269 -1.7720
3 C 0.7870 -0.1346 0.5909
4 C -0.2288 -0.5630 1.4452
5 C -1.0847 0.3655 0.2730
6 C -2.0496 -0.0583 1.0334
7 H 0.1690 -0.4671 -1.9650
8 H 1.7542 -0.3663 0.6172
9 H -0.2803 -1.0070 2.4251
10 H 0.7255 1.1062 -2.2544

## C
Entry from the OMol25 dataset: the molecule C4H4N2 (ωB97M-V with the def2-TZVPD basis set).

Summary:
**Highest occupied orbital energy**: -9.869 eV
**Kohn-Sham gap**: 10.38 eV

Element x y z (Å)
1 N 1.0842 1.1143 -0.0108
2 N 0.7948 -1.3105 -0.0547
3 C -0.3243 1.2613 0.0353
4 C -0.5226 -1.1444 -0.0128
5 C -1.1637 0.1435 0.0408
6 C 1.5628 -0.1243 -0.0473
7 H -2.2666 0.0911 0.0809
8 H -1.2112 -2.0179 -0.0185
9 H 2.6601 -0.3450 -0.0770
10 H -0.6135 2.3319 0.0640

## D
Entry from the OMol25 dataset: the molecule C4H4N2 (ωB97M-V with the def2-TZVPD basis set).

Summary:
**Highest occupied orbital energy**: -8.770 eV
**Kohn-Sham gap**: 9.35 eV

Element x y z (Å)
1 N -1.3760 0.1522 -0.4888
2 N -0.3895 0.2629 -1.4672
3 C 0.6878 0.4076 0.7519
4 C 0.0087 -0.4748 1.7642
5 C -0.6838 0.2220 0.6257
6 C 0.8889 0.1613 -1.0499
7 H -0.1014 -1.4868 1.5000
8 H 0.1023 0.0188 2.6985
9 H -0.6870 0.3123 -2.4529
10 H 1.5500 0.4244 -1.8814

Unit: eV. Relative energies: A 2.485; B 7.134; C 0.000; D 6.018.

## A
Entry from the OMol25 dataset: a cluster of 2 separate species, C4H10N2 in total (ωB97M-V with the def2-TZVPD basis set).

Summary:
**Highest occupied orbital energy**: -8.614 eV
**Kohn-Sham gap**: 9.69 eV

Element x y z (Å)
1 N 1.0162 -0.3692 -0.0952
2 N -2.9273 -0.7731 -1.0279
3 C 2.1615 0.4725 -0.4752
4 C 0.3248 0.2026 1.0031
5 C -2.0169 0.0084 -1.4455
6 C 0.0150 -0.4178 2.1321
7 H -2.0730 0.5454 -2.3993
8 H -3.8442 -0.4489 -1.3441
9 H 2.7530 -0.0611 -1.2215
10 H -0.5082 0.1209 2.9104
11 H 1.7795 1.3706 -0.9577
12 H -1.1299 0.1517 -0.8251
13 H 1.3594 -1.2642 0.2362
14 H 0.1421 1.2654 0.8711
15 H 2.8340 0.6837 0.3619
16 H 0.1140 -1.4869 2.2768

## B
Entry from the OMol25 dataset: a cluster of 2 separate species, C4H10N2 in total (ωB97M-V with the def2-TZVPD basis set).

Summary:
**Highest occupied orbital energy**: -7.635 eV
**Kohn-Sham gap**: 8.64 eV

Element x y z (Å)
1 N -0.2649 -3.9973 -0.2448
2 N -0.2149 5.4279 -0.0939
3 C -1.0295 4.4554 0.4512
4 C 1.4196 -5.5312 -1.0204
5 C 0.9058 -4.3044 -0.9522
6 C -0.7696 3.7566 1.5810
7 H -0.3859 -4.4106 0.6676
8 H 1.2503 -3.4309 -1.5005
9 H -0.4217 5.7570 -1.0198
10 H -0.8322 2.6857 1.6772
11 H 1.0473 -6.2792 -0.3292
12 H 2.0843 -5.7660 -1.8386
13 H -0.5336 4.3242 2.4771
14 H -0.5796 -3.0421 -0.2269
15 H 0.2405 6.0878 0.5195
16 H -1.9158 4.2670 -0.1471

## C
Entry from the OMol25 dataset: the molecule C4H10N2 (ωB97M-V with the def2-TZVPD basis set).

Summary:
**Highest occupied orbital energy**: -7.940 eV
**Kohn-Sham gap**: 8.96 eV

Element x y z (Å)
1 N 0.3371 -0.7363 -1.5689
2 N 0.9272 -0.0685 1.9286
3 C -0.6289 -0.2055 -0.7597
4 C -0.2661 0.9828 0.0850
5 C -1.8283 -0.8036 -0.6263
6 C 1.0736 0.9000 0.8303
7 H -1.0515 1.1612 0.8111
8 H 1.9005 0.6369 0.1679
9 H 0.2519 -1.6951 -1.8528
10 H 1.2153 1.8980 1.2443
11 H 1.1518 -0.2786 -1.9319
12 H -2.3766 -0.5857 0.2772
13 H 1.7910 -0.2310 2.4266
14 H 0.6824 -0.9486 1.4899
15 H -0.1164 1.7949 -0.6369
16 H -2.2505 -1.4037 -1.4110

Unit: eV. Relative energies: A 1.596; B 2.114; C 0.000.